33
Properties=species:S:1:pos:R:3:forces:R:3 method="wB97M-V/def2-TZVPD" e_above_lowest_ev=10.800 energy_ha=-1166.166162 homo_lumo_gap_ev=8.1
C -0.3084 -1.5654 -1.1915 -2.143 5.932 -0.262
Cl -5.0329 0.9053 2.3427 -5.171 -2.161 0.575
O 3.8681 -3.1511 -1.6054 2.481 -2.768 1.299
H 4.3325 -0.9248 -3.0064 -3.214 -2.027 2.290
C 1.6292 -0.6925 0.0830 -15.558 -0.122 2.246
H 1.1339 -3.0832 -2.3947 1.477 1.761 2.438
H 1.1862 1.1068 1.2145 0.770 2.014 5.296
H -1.2597 3.6990 3.4193 1.895 3.616 3.658
C 3.0715 -2.2908 -1.8097 1.170 -2.993 -0.302
H 1.3115 -1.3995 0.9549 0.307 0.846 -1.624
C -1.3165 1.2851 0.9360 -2.523 1.088 3.336
H -3.6187 3.1215 3.7106 0.712 -2.486 -3.212
H 2.4812 -0.7379 -0.0254 15.600 -0.422 -1.157
N 1.1380 -1.0541 -1.2764 -2.277 -6.823 1.207
H -0.7231 0.6689 -2.1705 0.374 -2.236 2.684
C -2.6531 0.9062 1.2359 1.508 -7.328 -7.930
N 3.3687 -1.2584 -2.4927 2.398 7.207 -4.804
H 1.6914 -3.2351 -0.5331 -0.394 1.859 -1.772
C 1.1256 0.6658 0.3566 -3.834 1.480 -8.374
H -2.0065 0.0601 -1.2170 0.284 -0.694 1.029
C -1.6534 3.1529 2.7249 -6.931 -10.795 -6.501
H 1.4418 1.5009 -0.5045 -0.197 -2.342 2.196
H -0.7482 -1.9008 -2.1793 1.072 0.087 1.177
C -0.9240 -0.0618 -1.0106 -2.141 0.175 -5.783
H -0.6954 -2.1585 -0.3189 1.142 0.162 -0.699
H 0.1165 2.7950 1.6300 -1.772 -1.736 0.462
H 2.5868 -0.6120 -2.6814 0.782 -0.431 0.171
C 1.6943 -2.4897 -1.4639 -1.937 -0.952 -0.321
H -3.1937 0.0172 0.6128 1.974 1.562 0.831
N -0.5118 0.6763 0.0449 4.541 -0.121 2.245
C -3.0371 2.4799 2.7309 0.650 5.369 5.690
C -3.5510 1.3064 2.0338 3.563 8.576 5.063
C -0.9436 2.2682 1.8508 5.391 4.701 -1.155



156
Properties=species:S:1:pos:R:3:forces:R:3 method="wB97M-V/def2-TZVPD" e_above_lowest_ev=1.096 energy_ha=-2775.319776 homo_lumo_gap_ev=9.2
H -4.6708 -4.5909 -4.1050 0.235 -0.384 0.123
C -2.3783 -2.0174 -4.3867 0.829 -0.646 0.692
H 7.7139 2.4814 -5.0029 -0.035 0.170 0.297
O -1.1391 1.5931 3.6256 -0.216 -0.162 0.049
H 1.3656 1.4299 1.3843 -0.151 0.138 -0.151
H 5.4272 -0.1045 -1.9093 0.240 0.209 0.532
H -4.5072 -3.0602 -3.2640 -0.086 -0.062 0.148
H -1.6521 2.3845 -1.4540 0.150 -0.162 0.538
H 3.7383 -1.6156 0.8618 0.140 -0.065 -0.142
H -4.5685 -1.1413 -0.4781 -0.368 0.706 0.009
H 4.0546 0.4483 -0.8449 0.231 0.038 0.144
O -3.9499 -4.5469 4.1062 0.816 -0.172 0.347
N 0.8644 0.6601 1.8356 -0.114 -0.555 0.006
H -0.0868 -3.1397 -1.3572 -0.005 -0.130 -0.049
H 8.4663 0.9343 -4.5696 0.051 0.112 0.068
H 1.5555 -0.6401 4.5336 0.078 0.059 -0.097
O 3.8189 -4.4639 0.1691 0.042 -0.160 0.319
C -4.1505 -0.8993 -1.4585 0.479 -0.618 -0.561
O 4.7809 5.7424 2.0641 0.747 -0.458 1.192
O 6.9187 1.4140 -3.3674 -0.570 0.686 -0.130
H 1.6442 0.0364 2.0418 -0.001 0.117 0.519
H -6.7507 -3.1591 2.0161 -0.093 0.047 0.160
H -0.1683 -1.9646 1.9932 0.145 -0.349 -0.564
C -3.1025 -3.3030 -4.8370 0.414 1.497 -0.299
H 2.3828 4.5492 1.7065 0.228 0.222 -0.148
H 1.8272 -4.1468 0.4861 -0.066 -0.321 0.288
H 4.3569 5.0164 0.2514 -0.324 -0.450 -0.191
H 0.2629 -1.2244 -0.9402 0.238 -0.285 0.458
H -2.3339 -4.0289 -5.1074 -0.201 -0.160 -0.233
O -0.8480 5.2665 1.2377 -0.017 0.354 0.450
H 0.5578 0.6171 -3.8984 0.124 0.254 -0.032
O 3.9890 -0.2262 2.3117 -0.187 0.395 -0.409
H -4.3493 2.5712 -1.9457 0.092 0.054 0.247
H -6.4623 -2.7688 4.4196 0.447 -0.012 0.164
H -7.0975 -1.4719 3.4984 0.083 0.083 -0.275
H 0.6826 5.1324 -1.7534 -0.062 -0.065 -0.087
C 4.9487 2.0272 -2.0795 0.237 -0.006 0.272
O -1.8170 -1.6015 0.6852 0.403 -0.050 0.337
H 3.7630 4.2729 3.8898 0.154 0.035 -0.231
H -3.4750 -2.8629 0.7736 0.051 0.532 -0.180
C -0.7399 4.5216 2.4179 -0.003 -0.769 0.575
C 0.0351 -0.0792 0.8658 1.195 -0.675 -0.075
H -1.6996 4.1040 2.7343 -0.062 -0.064 -0.252
C 1.0616 0.3160 -2.9726 -0.919 -0.528 -1.145
H 6.8788 5.4723 1.8956 -0.239 -0.299 0.040
C -4.7558 1.5537 -1.9720 0.717 -0.369 -0.653
C -3.8103 -4.8620 -1.6202 -0.919 0.029 -0.520
H -3.0411 2.2006 3.0706 0.062 0.189 0.011
H -6.2263 3.1121 -3.2942 -0.053 0.017 0.069
H -4.2323 -5.1526 2.1347 0.663 -0.277 -0.140
H 2.2998 0.9756 4.5798 -0.023 -0.103 -0.208
N -0.8609 2.9782 -1.6998 -0.290 -0.245 -0.916
H 3.7179 2.0167 1.2871 -0.256 -0.262 0.026
C 4.5160 -1.3306 1.5621 -0.214 0.159 1.040
C 4.5804 0.5722 -1.7898 -0.019 -0.326 -0.692
C 5.6717 2.1308 -3.4147 0.205 -1.179 -0.149
H 3.2332 -0.4469 5.0955 -0.063 -0.088 0.090
N -3.9461 -2.9593 -5.9944 -0.285 0.258 -0.256
H -0.4192 5.1075 3.2795 0.276 0.445 -0.432
H 0.7135 1.9509 -1.9921 -0.118 0.067 -0.317
H -5.5562 1.4881 -1.2264 -0.177 -0.141 -0.057
H -2.4540 0.2340 -0.0071 -0.226 -0.120 -0.292
H 3.8427 3.7718 -2.3146 0.512 0.057 0.255
H -0.3745 1.3638 3.0523 0.460 -0.219 0.541
H 5.8742 3.1487 -3.7548 -0.222 0.207 0.149
C 3.2671 3.9091 1.7811 -0.922 -1.064 0.744
H -0.0238 -2.6043 5.2106 -0.159 0.084 -0.004
C 0.9320 4.4433 -0.9419 0.796 0.131 -0.062
H 4.6321 0.0971 2.9478 0.114 -0.181 -0.019
H -2.5619 0.6239 2.4090 -0.226 -0.087 0.504
H 5.4430 -1.0744 1.0486 -0.041 -0.059 -0.086
H 6.3960 7.0287 2.5014 -0.584 0.143 0.107
H -4.4400 -4.0505 -1.2397 0.250 0.213 0.164
O -5.2090 1.3105 -3.2926 -0.396 -0.011 -0.168
H 3.8993 0.1942 -2.5629 -0.166 0.371 0.032
H -0.6686 0.6434 0.4456 0.085 -0.158 -0.165
C -2.1970 1.6184 2.7083 0.265 -0.321 -0.814
H 0.1225 -3.2848 -3.0845 0.279 -0.154 -0.170
C 3.3766 3.4786 3.2453 0.345 0.640 0.517
H -0.0835 2.8345 0.1598 0.555 0.140 0.001
H 5.0595 1.5926 -4.1495 -0.232 0.381 -0.283
H -2.9305 0.5619 -2.4864 -0.015 -0.029 -0.159
H 6.9468 0.9677 -5.4266 -0.334 -0.060 0.209
H -4.5962 -3.8374 4.0895 -0.102 -0.204 -0.348
N 2.9746 2.6680 1.0333 0.703 0.677 -0.561
H -1.7418 -2.2616 -3.5286 -0.165 0.237 0.139
H 5.6507 2.4067 -1.3310 -0.043 -0.107 0.219
C 0.3087 -3.8059 -2.1397 -1.105 1.074 0.278
C -4.2613 -5.5432 3.1536 -1.936 0.317 0.318
H 1.7984 -1.2296 -0.0216 -0.098 -0.139 0.569
H 0.3508 -0.3379 -2.4510 0.142 0.414 -0.317
C 4.4970 4.6039 1.2638 0.161 1.133 -0.482
H -1.7916 1.9942 1.7618 -0.565 0.530 -0.070
O -5.9366 -2.8372 2.4100 0.484 0.108 -0.220
H 1.8848 -0.3348 -3.2688 0.285 0.213 0.175
H -6.7173 2.0250 -4.5829 0.497 -0.347 -0.138
H -3.3696 -2.6180 -6.7617 0.342 -0.672 -0.007
H -4.3947 -2.0657 -5.7844 -0.422 -0.336 0.401
N 3.7193 2.8141 -1.9875 0.293 0.675 -1.041
C 6.0918 6.2315 1.8291 -0.400 -0.142 -1.116
H -4.8231 -1.2448 -2.2448 -0.121 0.169 0.026
C 2.2368 0.0073 5.0824 -0.119 0.247 0.071
H -1.2720 -5.0028 -2.0719 0.204 0.463 -0.331
H 6.0412 6.5813 0.7889 0.712 0.340 0.067
C -0.7777 -1.1641 1.5610 -0.384 1.162 0.666
H -5.3894 -1.4262 3.8287 0.280 -0.325 -0.060
H 2.3005 0.6626 6.9169 -0.050 0.017 0.008
H 3.0398 2.4544 -2.6604 -0.011 -0.282 0.550
C -0.6171 -3.4877 4.9555 0.193 -0.046 -0.108
H -3.2780 -1.5626 -1.4806 0.029 0.057 -0.228
H -3.2083 -5.2678 -0.8131 0.390 0.064 -0.197
H -1.9821 -3.5585 1.2743 0.111 0.083 0.369
H 0.6777 -4.9836 4.8929 0.034 0.176 -0.117
H -1.2585 3.6307 -2.3726 0.408 0.207 0.025
H 4.6636 -2.1407 2.2792 0.230 -0.301 -0.407
H -4.5288 -5.6140 -1.9628 0.127 -0.291 0.147
H 1.3692 -3.8932 -1.9081 -0.963 0.264 -1.124
H -1.6852 -1.6309 -5.1363 -0.180 -0.127 -0.274
C -1.3423 4.5225 0.1556 -0.387 1.222 -0.732
H 2.4192 3.2188 3.6970 -0.152 -0.226 -0.401
H -7.1946 1.6500 -2.9379 -0.095 0.214 0.055
H -3.6255 1.3055 0.2609 -0.190 -0.003 -0.163
C -3.6523 0.5372 -1.6704 -0.655 -0.133 1.422
C 0.9101 -0.6535 -0.2654 -1.376 0.911 -0.486
H 4.0484 2.6211 3.3370 0.020 -0.037 0.008
C -2.5549 -2.6203 1.3115 -0.262 -1.122 -0.217
H -2.2764 3.9871 0.3776 0.334 -0.432 0.388
H 1.1974 0.2218 -0.8562 0.485 -0.572 0.768
H 2.2128 -5.8372 -0.1160 0.078 -0.018 0.596
H -5.3154 -5.8331 3.2809 -0.041 -0.038 -0.025
H 5.3454 3.9123 1.1635 0.064 -0.047 0.479
O 1.6789 0.1661 6.3781 0.154 -0.163 0.155
H -3.0515 -1.2068 -4.1055 -0.218 -0.141 -0.020
H -3.7363 -6.4709 3.3587 0.686 0.345 -0.218
O -3.0540 -4.4252 -2.7456 -0.382 -0.272 0.762
C -0.2913 3.6497 -0.5432 -0.878 0.026 0.898
H -2.8362 -2.3996 2.3462 0.187 0.137 -0.015
O -0.3094 -5.0625 -2.0843 0.493 -0.864 0.160
H -1.6989 5.3194 -0.5145 0.292 -0.223 -0.413
O 1.5027 1.4039 -2.2066 -0.366 -0.047 -0.494
C 2.4642 -4.7751 -0.1325 0.311 0.395 -1.132
H -0.7386 -3.5378 3.8692 -0.026 -0.013 0.012
H 1.7588 3.8032 -1.2540 -0.354 -0.150 -0.290
C -3.9359 -3.8848 -3.7058 0.131 0.780 -0.687
C 7.5183 1.4684 -4.6350 0.678 -0.507 -0.357
H -1.6097 -3.4296 5.3972 0.046 0.128 0.003
H -1.2484 -0.6996 2.4364 0.043 -0.174 0.051
H 4.3524 -4.6787 -0.5995 0.034 -0.062 0.039
O -0.0074 -4.6566 5.4782 -0.086 -0.330 0.205
N -2.9740 0.9880 -0.4492 0.439 0.527 0.031
C -6.2059 -2.1026 3.5886 -1.245 0.184 0.231
H -0.0335 3.6947 2.2843 -0.014 -0.058 0.181
H 1.4048 5.0509 -0.1672 -0.626 -0.022 0.297
H 2.2469 -4.4677 -1.1643 0.804 -0.537 0.988
H 3.1563 2.8545 0.0389 -0.328 -0.253 0.020
C -6.3803 2.0575 -3.5484 -0.333 0.086 0.405